No. 1
A molecular structure, C30H18BBrF9N4OPRu. Source: OMol25; level of theory: ωB97M-V with the def2-TZVPD basis set.

The geometry in ORCA input format:
```
! wB97M-V def2-TZVPD RIJCOSX def2/J DEFGRID3
* xyz 1 2
Ru 0.20673 -0.11324 -0.03669
F 0.97386 -3.09841 -6.48303
C 0.57081 -2.91112 -5.24098
C -0.55350 -3.56379 -4.76477
F -1.21533 -4.39030 -5.55554
C -0.97457 -3.36097 -3.45653
F -2.02272 -4.07300 -3.04584
C -0.30676 -2.49404 -2.60554
P -0.70980 -2.17906 -0.83578
C 0.22662 -3.52955 -0.08057
C 1.40365 -3.29078 0.61835
C 2.14814 -4.34783 1.11776
C 1.71573 -5.65182 0.92295
C 0.54614 -5.89832 0.21649
C -0.19470 -4.84283 -0.29042
C -2.47468 -2.39064 -0.68673
C -3.29949 -1.64268 -1.52554
C -4.67451 -1.73596 -1.39630
C -5.22146 -2.57021 -0.42923
C -4.39924 -3.30113 0.41752
C -3.02132 -3.20774 0.29958
C 0.81762 -1.86281 -3.11464
Br 1.81570 -0.67130 -2.02554
C 1.27293 -2.05729 -4.40067
F 2.35463 -1.43818 -4.85649
H 1.76643 -2.28169 0.77938
H 3.06467 -4.15222 1.65794
H 2.29211 -6.47720 1.31864
H 0.21029 -6.91385 0.05608
H -1.10005 -5.04839 -0.84916
H -2.87456 -0.98431 -2.27574
H -5.31888 -1.15848 -2.04493
H -6.29622 -2.64773 -0.33188
H -4.82982 -3.93744 1.17904
H -2.37929 -3.75324 0.98024
B 0.36330 3.16266 1.50568
N 0.60475 2.89345 -0.01462
C 0.90988 3.86797 -0.85637
C 0.78737 3.41368 -2.16630
C 0.41092 2.10290 -2.03381
N 0.29697 1.77384 -0.71728
N 0.40408 1.80147 2.25471
C 0.20972 1.68087 3.55515
C 0.64891 0.42273 3.97268
C 1.07976 -0.18097 2.82090
N 0.95499 0.65254 1.75284
H -0.71442 3.66352 1.70620
H 1.27175 3.87131 1.85200
H 1.15112 4.84436 -0.46994
H 0.93824 3.96894 -3.07438
H 0.16977 1.38966 -2.80034
H -0.17804 2.51321 4.12030
H 0.65556 0.02338 4.97110
H 1.48833 -1.16813 2.69247
F -5.63276 0.43642 3.30834
C -4.46606 0.04357 2.81183
C -3.70079 -0.89893 3.48395
F -4.13666 -1.40953 4.63017
C -2.48857 -1.31285 2.96385
F -1.77852 -2.23283 3.61898
C -2.00407 -0.79704 1.76613
O -0.82250 -1.25983 1.29793
C -2.78802 0.13585 1.11394
F -2.36416 0.63196 -0.07426
C -4.00507 0.56204 1.61384
F -4.72509 1.45135 0.93964
*
```

The expectation value of S² is 0.765. The orbital gap (alpha / beta) comes out at 6.377 / 6.733 eV. The calculation puts the total energy at -5381.87301 a.u. The calculation puts the strongest force on any atom at 0.96 eV/A. The calculation puts the energy above the lowest of the compared OMol25 structures with the same formula, charge and spin at 287.8 kJ/mol.

No. 2
A molecular structure, C30H18Cl2N7O4Sn. Source: OMol25; level of theory: ωB97M-V with the def2-TZVPD basis set.

The geometry in ORCA input format:
```
! wB97M-V def2-TZVPD RIJCOSX def2/J DEFGRID3
* xyz 1 1
Sn -0.13385 0.16997 -0.19674
Cl 6.21621 2.22535 -1.57937
C 4.54830 2.28532 -1.12880
C 3.99548 1.17652 -0.50916
C 2.66651 1.22336 -0.11763
N 1.91438 0.15239 0.42795
C 2.59722 -0.90904 0.94291
O 3.67137 -0.87060 1.50974
C 1.88378 -2.22793 0.79719
C 2.22626 -3.34377 1.54038
C 1.55281 -4.52428 1.28186
C 0.60338 -4.54992 0.26572
C 0.33895 -3.38600 -0.42768
N 0.95113 -2.22550 -0.15427
C 1.89154 2.35741 -0.36211
C 2.43804 3.45243 -1.01808
C 3.77513 3.41209 -1.38180
Cl 4.45829 4.80613 -2.14805
N 0.53873 2.17488 0.04985
C -0.28270 3.25803 0.07623
O 0.02572 4.43229 0.02203
C -1.72466 2.89989 0.31564
C -2.67772 3.88409 0.50122
C -3.98575 3.49644 0.72107
C -4.28802 2.14131 0.74118
C -3.27669 1.22509 0.53767
N -1.99910 1.59493 0.34184
H 4.60661 0.30962 -0.31519
H 3.00952 -3.25946 2.28009
H 1.77186 -5.41795 1.85032
H 0.06850 -5.45534 0.01758
H -0.38654 -3.38325 -1.23193
H 1.85829 4.33849 -1.21166
H -2.36261 4.91673 0.46630
H -4.76298 4.23457 0.86539
H -5.29660 1.78921 0.90272
H -3.49431 0.16884 0.52808
O -2.71198 -2.89743 1.00214
C -2.01366 -1.92236 0.92658
N -1.71380 -1.19790 -0.21881
C -2.27407 -1.50084 -1.44146
O -3.29431 -2.09906 -1.65622
C -1.43912 -0.96125 -2.59716
C -1.69660 -1.32212 -3.90147
C -0.86265 -0.83314 -4.89899
C 0.19205 0.00577 -4.56865
C 0.38849 0.34220 -3.24501
N -0.41905 -0.14062 -2.28961
C -1.31219 -1.37026 2.15499
C -1.54152 -1.88398 3.41422
C -0.84296 -1.33092 4.47759
C 0.05007 -0.29492 4.25064
C 0.23211 0.16733 2.95997
N -0.44557 -0.37173 1.94184
H -2.53343 -1.97569 -4.10272
H -1.03455 -1.10758 -5.93111
H 0.85770 0.40127 -5.32177
H 1.18906 1.00243 -2.93090
H -2.24858 -2.69343 3.52632
H -0.99303 -1.70753 5.48058
H 0.61214 0.15465 5.05636
H 0.91899 0.96475 2.71215
*
```

The orbital gap comes out at 6.493 eV. The calculation puts the total energy at -2972.90861 a.u. The calculation puts the strongest force on any atom at 2.47 eV/A.

No. 3
A molecular structure, C30H18Cl5FeN3O2Te. Source: OMol25; level of theory: ωB97M-V with the def2-TZVPD basis set.

The geometry in ORCA input format:
```
! wB97M-V def2-TZVPD RIJCOSX def2/J DEFGRID3
* xyz 1 6
Fe -0.14706 0.30846 0.68665
O 5.24852 -3.92432 -0.72306
C 4.14307 -4.39895 -0.46608
O 3.62582 -5.50764 -0.34358
C 3.03174 -3.21009 -0.25565
C 1.71251 -3.53562 0.01488
C 0.82168 -2.50362 0.26528
N 1.20602 -1.22635 0.19828
C 2.49646 -0.90890 0.04569
C 3.44520 -1.88963 -0.20553
C 2.82492 0.49550 0.36368
C 4.07793 1.05003 0.13801
C 4.36317 2.30273 0.65528
C 3.38845 2.97421 1.37791
C 2.14838 2.38189 1.51839
N 1.86186 1.17628 1.02423
C -0.52915 -2.68607 0.83270
C -1.21823 -3.88990 0.81386
C -2.41160 -3.99000 1.50935
C -2.88745 -2.88815 2.20616
C -2.16527 -1.71280 2.14658
N -1.01634 -1.60556 1.47471
H 1.43205 -4.57914 0.07441
H 4.49776 -1.66918 -0.32379
H 4.82108 0.49675 -0.41768
H 5.34277 2.73955 0.51477
H 3.58381 3.94299 1.81484
H 1.35509 2.88055 2.06169
H -0.81848 -4.73426 0.27088
H -2.95818 -4.92334 1.51769
H -3.80353 -2.93857 2.77664
H -2.51147 -0.82094 2.65524
C 1.44054 1.91824 -3.67840
Te 0.30463 0.83456 -2.16016
C -1.36931 1.20800 -3.46010
C -0.87788 2.02346 -4.62475
C -1.77271 2.43150 -5.61044
C -1.32596 3.16773 -6.69277
C 0.01597 3.51097 -6.79535
C 0.90784 3.11611 -5.81415
C 0.46463 2.36535 -4.72834
H 2.20092 1.24571 -4.07784
H 1.93919 2.75498 -3.19035
H -2.14356 1.72847 -2.89883
H -1.76922 0.25100 -3.79507
H -2.82106 2.17093 -5.52494
H -2.02477 3.47289 -7.45991
H 0.36795 4.08435 -7.64216
H 1.95392 3.38730 -5.88883
Cl 0.62582 3.96433 -0.58618
C -0.96891 3.38841 -0.26291
C -1.22404 2.01582 -0.35812
C -2.56227 1.61459 -0.26718
Cl -2.89788 -0.04282 -0.67036
C -3.59138 2.48824 0.04264
Cl -5.20467 1.92979 0.19693
C -3.28566 3.84182 0.21535
Cl -4.52923 4.94903 0.58669
C -1.97479 4.29768 0.04199
Cl -1.61757 5.96664 0.19142
*
```

The expectation value of S² is 8.767. The orbital gap (alpha / beta) comes out at 6.260 / 4.377 eV. The calculation puts the total energy at -5301.17930 a.u. The calculation puts the strongest force on any atom at 1.80 eV/A. The calculation puts the energy above the lowest of the compared OMol25 structures with the same formula, charge and spin at 85.9 kJ/mol.

> Which formula does entry 1 have?

C30H18BBrF9N4OPRu

> Which value of strongest force on any atom does entry 3 give?

1.80 eV/A

Repeat the first record exactly.
A molecular structure, C30H18BBrF9N4OPRu. Source: OMol25; level of theory: ωB97M-V with the def2-TZVPD basis set.

The geometry in ORCA input format:
```
! wB97M-V def2-TZVPD RIJCOSX def2/J DEFGRID3
* xyz 1 2
Ru 0.20673 -0.11324 -0.03669
F 0.97386 -3.09841 -6.48303
C 0.57081 -2.91112 -5.24098
C -0.55350 -3.56379 -4.76477
F -1.21533 -4.39030 -5.55554
C -0.97457 -3.36097 -3.45653
F -2.02272 -4.07300 -3.04584
C -0.30676 -2.49404 -2.60554
P -0.70980 -2.17906 -0.83578
C 0.22662 -3.52955 -0.08057
C 1.40365 -3.29078 0.61835
C 2.14814 -4.34783 1.11776
C 1.71573 -5.65182 0.92295
C 0.54614 -5.89832 0.21649
C -0.19470 -4.84283 -0.29042
C -2.47468 -2.39064 -0.68673
C -3.29949 -1.64268 -1.52554
C -4.67451 -1.73596 -1.39630
C -5.22146 -2.57021 -0.42923
C -4.39924 -3.30113 0.41752
C -3.02132 -3.20774 0.29958
C 0.81762 -1.86281 -3.11464
Br 1.81570 -0.67130 -2.02554
C 1.27293 -2.05729 -4.40067
F 2.35463 -1.43818 -4.85649
H 1.76643 -2.28169 0.77938
H 3.06467 -4.15222 1.65794
H 2.29211 -6.47720 1.31864
H 0.21029 -6.91385 0.05608
H -1.10005 -5.04839 -0.84916
H -2.87456 -0.98431 -2.27574
H -5.31888 -1.15848 -2.04493
H -6.29622 -2.64773 -0.33188
H -4.82982 -3.93744 1.17904
H -2.37929 -3.75324 0.98024
B 0.36330 3.16266 1.50568
N 0.60475 2.89345 -0.01462
C 0.90988 3.86797 -0.85637
C 0.78737 3.41368 -2.16630
C 0.41092 2.10290 -2.03381
N 0.29697 1.77384 -0.71728
N 0.40408 1.80147 2.25471
C 0.20972 1.68087 3.55515
C 0.64891 0.42273 3.97268
C 1.07976 -0.18097 2.82090
N 0.95499 0.65254 1.75284
H -0.71442 3.66352 1.70620
H 1.27175 3.87131 1.85200
H 1.15112 4.84436 -0.46994
H 0.93824 3.96894 -3.07438
H 0.16977 1.38966 -2.80034
H -0.17804 2.51321 4.12030
H 0.65556 0.02338 4.97110
H 1.48833 -1.16813 2.69247
F -5.63276 0.43642 3.30834
C -4.46606 0.04357 2.81183
C -3.70079 -0.89893 3.48395
F -4.13666 -1.40953 4.63017
C -2.48857 -1.31285 2.96385
F -1.77852 -2.23283 3.61898
C -2.00407 -0.79704 1.76613
O -0.82250 -1.25983 1.29793
C -2.78802 0.13585 1.11394
F -2.36416 0.63196 -0.07426
C -4.00507 0.56204 1.61384
F -4.72509 1.45135 0.93964
*
```

The expectation value of S² is 0.765. The orbital gap (alpha / beta) comes out at 6.377 / 6.733 eV. The calculation puts the total energy at -5381.87301 a.u. The calculation puts the strongest force on any atom at 0.96 eV/A. The calculation puts the energy above the lowest of the compared OMol25 structures with the same formula, charge and spin at 287.8 kJ/mol.

> Among the records above, which one has the highest strongest force on any atom?

C30H18Cl2N7O4Sn